The molecule C4H8O. Source: OMol25; level of theory: ωB97M-V with the def2-TZVPD basis set.

```
13
C4H8O ωB97M-V with the def2-TZVPD basis set
C 0.98954 -1.34396 -0.25556
C -0.22353 -0.44419 -0.46171
C -0.69002 0.39774 0.75949
C -0.47675 1.77995 0.21035
O -1.30649 2.40878 -0.40187
H 0.78502 -2.24649 0.33209
H 1.78611 -0.78104 0.24426
H 1.37617 -1.64624 -1.23591
H 0.06699 0.27432 -1.24184
H -1.07870 -0.98554 -0.87420
H -1.74454 0.24912 1.01750
H -0.06708 0.21877 1.64460
H 0.58328 2.11878 0.26280
```

Its LUMO energy is 0.0402 hartree. Its structure (SMILES) is CCCC=O. The HOMO energy is -0.3574 Eh. The value obtained for the energy above the lowest of the compared OMol25 structures with the same formula, charge and spin is 14.09 kcal/mol. The electronic energy comes out at -232.42318 hartree.